1.
{
  "formula": "C60H46ILaN8OS",
  "method": "the ωB97M-V functional and the def2-TZVPD basis",
  "elements": ["La", "C", "C", "C", "C", "C", "C", "C", "C", "C", "C", "C", "C", "C", "C", "C", "C", "C", "C", "C", "N", "C", "C", "C", "C", "C", "C", "C", "C", "C", "C", "C", "C", "N", "C", "C", "C", "C", "C", "N", "C", "C", "C", "C", "C", "C", "C", "C", "N", "H", "H", "H", "H", "H", "H", "H", "H", "H", "H", "H", "H", "H", "H", "H", "H", "H", "H", "H", "H", "H", "H", "H", "H", "H", "H", "H", "H", "I", "C", "H", "H", "N", "C", "N", "C", "C", "O", "C", "C", "H", "H", "H", "H", "H", "H", "H", "H", "S", "C", "C", "C", "N", "C", "C", "C", "C", "C", "N", "C", "C", "H", "H", "H", "H", "H", "H", "H", "H"],
  "positions_angstrom": [[-21.740, -7.937, 6.011], [-20.351, -0.374, 8.359], [-19.171, -1.146, 8.485], [-19.173, -2.505, 8.139], [-20.327, -3.038, 7.486], [-21.468, -2.252, 7.252], [-21.464, -0.918, 7.750], [-20.351, -4.505, 7.081], [-20.546, -5.435, 8.131], [-20.383, -5.150, 9.532], [-20.438, -6.339, 10.196], [-20.562, -7.373, 9.164], [-20.602, -8.739, 9.395], [-20.773, -9.128, 10.855], [-22.018, -8.865, 11.368], [-22.306, -9.092, 12.764], [-21.366, -9.741, 13.555], [-20.096, -9.995, 12.990], [-19.794, -9.736, 11.668], [-20.454, -9.838, 8.487], [-20.293, -9.606, 7.146], [-19.963, -10.848, 6.597], [-19.673, -11.049, 5.256], [-19.206, -12.399, 4.816], [-17.835, -12.611, 4.705], [-17.314, -13.882, 4.361], [-18.239, -14.867, 4.069], [-19.596, -14.624, 4.040], [-20.102, -13.395, 4.459], [-19.666, -10.023, 4.259], [-19.260, -10.314, 2.858], [-19.364, -9.167, 2.211], [-19.753, -8.165, 3.177], [-19.956, -8.706, 4.354], [-19.961, -6.800, 2.810], [-20.054, -5.772, 3.757], [-19.953, -4.316, 3.477], [-20.051, -3.724, 4.701], [-20.237, -4.763, 5.708], [-20.251, -5.967, 5.107], [-19.552, -6.391, 1.483], [-20.422, -5.612, 0.692], [-19.986, -5.109, -0.543], [-18.704, -5.396, -0.964], [-17.790, -6.078, -0.124], [-18.222, -6.563, 1.078], [-19.947, -11.825, 7.619], [-20.219, -11.230, 8.811], [-20.703, -6.772, 7.925], [-20.273, 0.688, 8.601], [-18.326, -0.606, 8.901], [-18.247, -3.164, 8.339], [-22.318, -2.703, 6.764], [-22.331, -0.274, 7.671], [-20.253, -4.150, 9.958], [-20.272, -6.533, 11.239], [-22.793, -8.434, 10.727], [-23.337, -8.929, 13.092], [-21.575, -10.133, 14.541], [-19.299, -10.439, 13.592], [-18.856, -10.053, 11.229], [-17.148, -11.815, 4.894], [-16.252, -14.013, 4.307], [-17.838, -15.848, 3.961], [-20.248, -15.491, 3.797], [-21.198, -13.354, 4.598], [-19.036, -11.292, 2.511], [-19.089, -9.039, 1.134], [-19.873, -3.870, 2.534], [-20.088, -2.649, 4.845], [-21.399, -5.395, 1.055], [-20.667, -4.489, -1.102], [-18.355, -5.030, -1.890], [-16.726, -6.158, -0.375], [-17.534, -6.980, 1.790], [-19.583, -12.880, 7.536], [-20.254, -11.719, 9.816], [-24.022, -10.291, 5.892], [-23.372, -9.123, 7.614], [-23.059, -9.897, 8.296], [-24.319, -8.744, 7.920], [-23.809, -6.029, 6.061], [-24.268, -5.530, 7.041], [-24.835, -5.049, 8.102], [-25.047, -3.600, 8.341], [-24.117, -3.200, 9.471], [-24.411, -3.948, 10.654], [-24.117, -5.335, 10.456], [-24.910, -5.940, 9.292], [-26.094, -3.385, 8.529], [-24.790, -3.003, 7.431], [-24.201, -2.094, 9.629], [-23.082, -3.423, 9.191], [-24.328, -5.810, 11.460], [-23.027, -5.436, 10.229], [-25.970, -5.950, 9.499], [-24.620, -6.925, 9.014], [-25.266, -8.394, -0.376], [-24.206, -8.162, 1.081], [-23.471, -9.200, 1.607], [-22.794, -8.920, 2.776], [-22.835, -7.767, 3.425], [-23.456, -6.730, 2.797], [-24.163, -6.888, 1.617], [-26.734, -9.201, 0.264], [-27.658, -9.714, -0.597], [-28.797, -10.346, -0.089], [-29.084, -10.417, 1.177], [-28.218, -9.908, 2.047], [-27.005, -9.332, 1.646], [-23.430, -10.229, 1.107], [-22.119, -9.702, 3.254], [-23.236, -5.790, 3.276], [-24.683, -6.107, 1.076], [-27.526, -9.644, -1.646], [-29.522, -10.753, -0.792], [-28.526, -10.019, 3.114], [-26.348, -8.970, 2.408]],
  "lowdin_charge": [1.719, -0.100, -0.079, -0.030, -0.210, -0.042, -0.088, -0.075, -0.258, -0.021, 0.006, -0.242, -0.074, -0.214, -0.032, -0.061, -0.088, -0.088, -0.040, -0.271, -0.029, -0.258, -0.068, -0.234, -0.020, -0.057, -0.111, -0.085, -0.026, -0.222, 0.003, -0.026, -0.292, -0.018, -0.094, -0.218, 0.031, 0.003, -0.263, 0.002, -0.209, -0.028, -0.074, -0.083, -0.066, -0.048, -0.015, 0.003, -0.036, 0.102, 0.097, 0.149, 0.104, 0.095, 0.117, 0.113, 0.111, 0.098, 0.097, 0.103, 0.118, 0.115, 0.096, 0.091, 0.115, 0.130, 0.104, 0.133, 0.087, 0.110, 0.096, 0.099, 0.083, 0.110, 0.124, 0.135, 0.126, 0.678, -0.796, -0.079, -0.120, 0.107, -0.256, -0.068, -0.092, -0.184, -0.130, -0.159, -0.070, 0.126, 0.137, 0.143, 0.107, 0.148, 0.112, 0.127, 0.091, 0.994, -0.521, -0.059, -0.214, -0.026, -0.111, -0.078, -0.501, -0.107, -0.159, 0.042, -0.133, -0.055, 0.152, 0.103, 0.102, 0.107, 0.092, 0.109, 0.121, 0.090],
  "charge": 0,
  "spin_multiplicity": 1,
  "lumo_ev": -0.92,
  "e_homo_ev": -6.5889,
  "gap_ha": 0.2082,
  "total_energy_ev": -96730.5970
}


2.
{
  "formula": "C60H49N14O6PTi",
  "method": "the ωB97M-V functional and the def2-TZVPD basis",
  "elements": ["Ti", "O", "N", "C", "C", "C", "C", "C", "C", "C", "P", "C", "C", "C", "C", "C", "C", "C", "C", "C", "C", "C", "C", "H", "H", "H", "H", "H", "H", "H", "H", "H", "H", "H", "H", "H", "H", "H", "H", "C", "N", "C", "N", "C", "N", "C", "C", "C", "C", "C", "C", "C", "N", "N", "C", "O", "C", "C", "C", "C", "C", "C", "N", "C", "N", "C", "N", "C", "H", "H", "H", "H", "H", "H", "H", "H", "H", "H", "H", "H", "H", "H", "H", "H", "C", "O", "C", "C", "C", "C", "C", "C", "N", "N", "C", "C", "C", "C", "O", "C", "N", "C", "C", "C", "C", "H", "H", "H", "H", "H", "H", "H", "H", "H", "H", "H", "H", "C", "N", "C", "C", "C", "O", "N", "C", "O", "H", "H", "H", "H", "H"],
  "positions_angstrom": [[0.020, 0.221, -0.270], [-0.339, -1.857, 2.195], [0.702, -0.947, 2.023], [1.313, -0.681, 3.111], [2.565, 0.040, 3.198], [3.311, -0.194, 4.362], [4.564, 0.356, 4.542], [5.102, 1.169, 3.555], [4.379, 1.414, 2.400], [3.115, 0.866, 2.199], [2.165, 1.471, 0.741], [3.562, 1.746, -0.424], [4.066, 0.624, -1.076], [5.116, 0.728, -1.966], [5.691, 1.967, -2.209], [5.224, 3.085, -1.537], [4.165, 2.982, -0.649], [1.847, 3.181, 1.327], [1.418, 4.128, 0.397], [1.080, 5.407, 0.798], [1.164, 5.754, 2.138], [1.595, 4.823, 3.069], [1.927, 3.539, 2.671], [-0.679, -2.040, 1.295], [0.953, -1.139, 4.033], [2.889, -0.820, 5.134], [5.114, 0.157, 5.448], [6.066, 1.634, 3.687], [4.801, 2.061, 1.644], [3.630, -0.339, -0.866], [5.476, -0.160, -2.465], [6.503, 2.057, -2.912], [5.686, 4.047, -1.701], [3.830, 3.866, -0.127], [1.375, 3.864, -0.653], [0.747, 6.132, 0.070], [0.899, 6.748, 2.458], [1.672, 5.089, 4.112], [2.256, 2.821, 3.408], [3.611, -4.134, -0.382], [2.842, -2.970, -0.762], [2.300, -2.075, 0.062], [1.403, -1.349, -0.602], [1.444, -1.867, -1.857], [2.301, -2.845, -1.969], [2.599, -5.058, 0.261], [2.650, -5.475, 1.582], [1.589, -6.202, 2.111], [0.449, -6.448, 1.367], [0.389, -6.002, 0.047], [1.487, -5.357, -0.508], [-0.783, -6.118, -0.792], [-1.832, -6.873, -0.689], [-2.619, -6.611, -1.744], [-2.032, -5.696, -2.450], [-0.856, -5.322, -1.895], [-2.454, -5.066, -3.702], [-2.523, -5.817, -4.870], [-2.832, -5.187, -6.062], [-3.113, -3.832, -6.086], [-3.094, -3.085, -4.914], [-3.536, -1.639, -4.968], [-2.958, -0.822, -3.935], [-1.672, -0.679, -3.600], [-1.561, 0.137, -2.562], [-2.851, 0.476, -2.302], [-3.707, -0.089, -3.113], [-2.731, -3.702, -3.724], [4.418, -3.851, 0.296], [4.026, -4.567, -1.295], [2.582, -1.980, 1.093], [0.843, -1.510, -2.671], [3.512, -5.252, 2.194], [1.650, -6.556, 3.127], [-0.392, -6.974, 1.789], [1.462, -5.070, -1.550], [-2.321, -6.876, -4.841], [-2.852, -5.754, -6.977], [-3.365, -3.353, -7.020], [-4.621, -1.584, -4.827], [-3.304, -1.211, -5.949], [-0.866, -1.148, -4.127], [-3.145, 1.141, -1.511], [-2.677, -3.138, -2.801], [-1.375, -2.488, 7.583], [-2.257, -1.392, 7.701], [-3.117, -1.121, 6.711], [-4.008, -0.053, 6.930], [-4.916, 0.309, 5.970], [-4.926, -0.343, 4.724], [-4.055, -1.422, 4.516], [-3.181, -1.820, 5.500], [-5.834, 0.093, 3.788], [-5.714, -0.068, 2.580], [-4.623, -0.323, 1.823], [-4.654, -1.262, 0.791], [-3.534, -1.544, 0.023], [-2.337, -0.875, 0.261], [-1.146, -1.138, -0.301], [-2.311, 0.164, 1.220], [-1.114, 0.798, 1.356], [-1.005, 1.722, 2.299], [-2.081, 2.134, 3.076], [-3.326, 1.564, 2.884], [-3.448, 0.491, 1.997], [-0.784, -2.488, 8.496], [-0.711, -2.384, 6.719], [-1.922, -3.431, 7.517], [-3.973, 0.465, 7.875], [-5.601, 1.127, 6.126], [-4.096, -1.986, 3.595], [-2.558, -2.683, 5.322], [-5.554, -1.836, 0.644], [-3.591, -2.304, -0.742], [-0.034, 2.184, 2.434], [-1.944, 2.926, 3.793], [-4.186, 1.955, 3.407], [1.122, 2.530, -4.124], [0.297, 2.816, -2.969], [-0.552, 3.891, -2.906], [-1.388, 4.072, -1.870], [-1.438, 3.104, -0.782], [-2.211, 3.131, 0.156], [-0.500, 2.080, -0.881], [0.291, 1.937, -1.936], [1.055, 0.927, -1.905], [1.067, 3.354, -4.831], [0.771, 1.613, -4.604], [2.153, 2.384, -3.799], [-0.490, 4.581, -3.733], [-2.063, 4.910, -1.828]],
  "lowdin_charge": [1.081, -0.007, -0.061, -0.079, -0.212, -0.017, -0.038, -0.030, -0.063, -0.288, 1.148, -0.354, -0.093, -0.052, -0.055, -0.054, -0.083, -0.361, -0.115, -0.045, -0.046, -0.049, -0.089, 0.077, 0.147, 0.119, 0.119, 0.120, 0.109, 0.074, 0.113, 0.114, 0.116, 0.105, 0.097, 0.116, 0.116, 0.116, 0.107, -0.042, -0.101, -0.097, -0.029, -0.148, 0.158, -0.201, -0.024, -0.049, 0.005, -0.126, 0.022, -0.280, 0.120, 0.122, -0.289, 0.132, -0.135, 0.005, -0.040, -0.022, -0.194, -0.065, -0.116, -0.110, 0.072, -0.183, 0.151, 0.027, 0.139, 0.146, 0.146, 0.110, 0.116, 0.113, 0.124, 0.118, 0.128, 0.117, 0.120, 0.147, 0.139, 0.141, 0.122, 0.109, -0.065, -0.058, -0.265, 0.019, 0.001, -0.288, -0.003, -0.002, 0.098, 0.092, -0.217, 0.019, 0.028, -0.330, -0.212, -0.153, -0.005, -0.074, 0.013, 0.058, -0.059, 0.100, 0.086, 0.104, 0.126, 0.122, 0.118, 0.107, 0.129, 0.120, 0.095, 0.124, 0.132, 0.026, -0.023, -0.010, 0.050, -0.463, 0.092, 0.058, -0.570, -0.104, 0.105, 0.103, 0.103, 0.142, 0.129],
  "charge": 2,
  "spin_multiplicity": 1,
  "lumo_ev": -5.88,
  "e_homo_ev": -11.6327,
  "gap_ha": 0.2113,
  "total_energy_ev": -128553.5592
}